--- w ---
{"formula": "C3H6IN2S", "method": "ωB97M-V/def2-TZVPD", "elements": ["I", "S", "N", "N", "C", "C", "C", "H", "H", "H", "H", "H", "H"], "positions_angstrom": [[-4.20358, -0.66529, -0.03125], [-3.73528, 1.61869, -0.02171], [0.60296, 1.15932, -0.22382], [-0.47183, -0.60021, 0.10384], [0.90366, -1.00164, -0.25351], [1.70435, 0.21115, 0.27434], [-0.60467, 0.69959, -0.04420], [1.52058, 0.32175, 1.41436], [1.12960, -1.87319, 0.34615], [0.88189, 2.08173, -0.64353], [2.69412, 0.39779, -0.12203], [-1.25218, -1.09454, 0.53115], [0.83036, -1.25514, -1.32980]], "lowdin_charge": [0.54, 0.04, -0.01, -0.02, -0.14, -0.05, -0.16, 0.16, 0.12, 0.17, 0.12, 0.08, 0.14], "gap_ha": [0.192, 0.188], "charge": 1}

--- x ---
{"formula": "C3H6IN2S", "method": "ωB97M-V/def2-TZVPD", "elements": ["I", "S", "N", "N", "C", "C", "C", "H", "H", "H", "H", "H", "H"], "positions_angstrom": [[-3.00058, -0.58528, -0.04575], [0.88187, -0.70636, -1.27863], [-1.96634, 1.18974, -0.00829], [0.02166, 2.38095, -0.31948], [-0.71657, 1.31745, -0.29598], [0.79133, -1.67926, 0.14799], [0.08064, -2.81028, 0.20751], [-0.32144, 3.31577, -0.09614], [1.36361, -1.31268, 0.99269], [-0.47909, -3.17398, -0.64296], [0.05626, -3.41030, 1.10281], [-2.56097, 1.98959, 0.21131], [0.98801, 2.31493, -0.61012]], "lowdin_charge": [0.95, 0.83, -0.44, 0.14, -0.36, -0.64, -0.02, 0.14, 0.06, 0.07, 0.08, 0.09, 0.11], "gap_ha": [0.252, 0.252], "charge": 1}

Ordering by calculated energy gives the sequence x, w, with the first entry being the most stable.